1.
17
Properties=species:S:1:pos:R:3 method="wB97M-V/def2-TZVPD" e_above_lowest_kj_mol=345.81 e_lumo_ha=-0.1436 largest_force_ha_per_bohr=0.039 gap_ev=9.15 mol_weight_g_mol=133.20 total_energy_ha=-736.55879 smiles="C[C@H]1[NH2+]NC(=S)N1N" homo_ev=-13.056 total_charge=+1
C 1.5915 0.5774 -0.8564
C 0.2311 0.0511 -0.8536
N 0.0504 -1.5994 -0.2867
N -1.2927 -1.5140 0.2469
C -1.6474 -0.1738 0.5658
S -2.8418 0.1674 1.5934
N -0.6156 0.6520 0.1429
N -0.0683 1.7763 0.8156
H 1.8653 0.5579 0.2392
H 1.4839 1.6726 -1.0479
H 2.2100 0.0581 -1.6669
H -0.1591 -0.2106 -1.8260
H 0.1396 -2.1795 -1.1687
H 0.7455 -1.9973 0.3292
H -1.4654 -1.9893 1.1394
H 0.3742 1.5558 1.7002
H -0.6011 2.5952 0.9336

---

2.
39
Properties=species:S:1:pos:R:3 method="wB97M-V/def2-TZVPD" e_above_lowest_kj_mol=268.75 e_lumo_ha="-0.5636 / -0.6667" multiplicity=10 largest_force_ha_per_bohr=0.177 gap_ev="4.56 / 4.14" mol_weight_g_mol=670.90 total_energy_ha=-3134.79319 s_squared=24.7853 homo_ev="-19.902 / -22.282" total_charge=+4
I 3.1303 -0.1403 -0.0800
I 4.1199 1.8787 0.9960
Fe 0.1485 0.0761 -1.4490
Rh -1.6063 -0.1161 1.6796
S 0.8102 1.8442 -2.8798
C -2.8911 -0.7615 0.3093
C -2.3156 -1.5156 2.8360
C 0.0694 0.6940 -3.9530
C 0.4163 1.1548 -5.4094
C -1.4931 0.6456 -3.7985
C 0.6365 -0.7563 -3.7907
C -2.6185 1.2521 2.5283
C -1.0264 1.3454 0.2729
O -2.8673 -2.2670 3.5412
O -3.6613 -1.1296 -0.5277
O -3.1486 2.1521 3.0111
O -1.4171 2.3931 -0.0821
H -0.0521 0.4705 -6.1713
H 1.5262 1.1567 -5.5563
H 0.0024 2.1782 -5.5679
H -2.0207 0.0155 -4.5596
H -1.8738 1.6772 -3.9009
H -1.7659 0.2334 -2.7997
H 0.1383 -1.4296 -4.5368
H 0.3136 -1.1471 -2.7790
H 1.7381 -0.7490 -3.9669
C 2.3922 -0.1851 3.6952
C 1.1853 -0.8426 3.1279
C 0.7354 -1.9773 3.9950
C -0.0061 0.2689 2.9395
H 2.2003 0.1558 4.7013
H 2.7483 0.6452 3.0996
H 3.1713 -0.9182 3.7547
H 1.3494 -1.2285 2.1032
H 0.4690 -1.5949 4.9677
H -0.1562 -2.4815 3.6473
H 1.5399 -2.6866 4.1091
H -0.3893 0.4912 3.9740
H 0.4686 1.1982 2.5199

---

3.
89
Properties=species:S:1:pos:R:3 method="wB97M-V/def2-TZVPD" e_lumo_ha=-0.2560 largest_force_ha_per_bohr=0.073 gap_ev=6.26 mol_weight_g_mol=1048.38 total_energy_ha=-7818.02650 homo_ev=-13.227 total_charge=+2
Ir 0.1392 -0.0289 0.4660
O -2.7354 4.1180 -2.9300
C -2.6799 4.5503 -1.6975
O -3.1728 5.5855 -1.3294
C -1.9531 3.6994 -0.7010
C -1.8173 4.0661 0.6418
Cl -2.4807 5.3972 1.4392
N -1.0816 3.1096 1.2576
N -0.7479 2.1512 0.3830
C -1.2510 2.4803 -0.8045
C -1.0334 1.5432 -1.9728
O -1.4996 1.8424 -3.0732
O -0.4142 0.4754 -1.7229
C -0.6649 3.0842 2.6108
C -0.1805 4.2466 3.2040
C 0.1765 4.2314 4.5392
C 0.0611 3.0662 5.2781
C -0.3993 1.9051 4.6783
C -0.7694 1.9044 3.3419
H -2.2480 3.2523 -3.0927
H -0.0857 5.1588 2.6385
H 0.5440 5.1338 5.0009
H 0.3308 3.0669 6.3221
H -0.5106 1.0119 5.2699
H -1.1833 1.0137 2.8795
C 0.9143 -3.7365 -1.7300
As 0.7549 -2.5688 -0.1297
C -0.2223 -3.7988 1.0480
C 2.5032 -2.6957 0.7392
C 3.4260 -3.6439 0.3144
C 4.6360 -3.7988 0.9662
C 4.9359 -2.9979 2.0535
C 4.0295 -2.0430 2.4792
C 2.8144 -1.8730 1.8265
As 1.5475 -0.5367 2.4839
C 0.9386 -1.4960 4.0827
C 2.7270 0.8617 3.1910
H 1.1690 -4.7558 -1.4309
H 1.6622 -3.3544 -2.4284
H -0.0478 -3.7605 -2.2479
H 0.4466 -4.5973 1.3737
H -1.0722 -4.2445 0.5290
H -0.5946 -3.2596 1.9204
H 3.1969 -4.2825 -0.5286
H 5.3357 -4.5487 0.6287
H 5.8707 -3.1256 2.5734
H 4.2648 -1.4373 3.3464
H 1.6057 -1.2859 4.9202
H 0.9641 -2.5698 3.8805
H -0.0811 -1.2161 4.3497
H 3.0994 0.6060 4.1827
H 2.1809 1.8039 3.2602
H 3.5689 0.9997 2.5108
S -2.3229 -0.8365 0.6852
C -2.7493 -0.9458 -0.9838
N -3.5850 -0.0607 -1.4914
C -4.0421 -0.1091 -2.8710
C -4.0376 -1.5602 -3.3343
C -2.6483 -2.1426 -3.1032
N -2.3073 -1.9664 -1.7016
H -3.9190 0.6788 -0.8932
H -3.3755 0.4969 -3.4957
H -5.0451 0.3151 -2.9152
H -4.2990 -1.6181 -4.3873
H -4.7732 -2.1289 -2.7629
H -1.9070 -1.6308 -3.7273
H -2.6311 -3.2096 -3.3334
H -1.6251 -2.5801 -1.2738
S 6.0598 2.5591 -2.3376
C 4.5338 1.9323 -1.6292
C 3.7132 2.7466 -0.8633
C 2.6081 2.1812 -0.2485
N 2.2902 0.8981 -0.3763
C 3.0624 0.1282 -1.1323
C 4.2004 0.5930 -1.7670
C 5.4452 3.0743 -3.9545
C 4.9705 4.3651 -4.1239
C 4.5901 4.7431 -5.4081
N 4.6746 3.9153 -6.4212
C 5.1311 2.6953 -6.2754
C 5.5386 2.2116 -5.0357
H 3.9434 3.7889 -0.7226
H 1.9606 2.7766 0.3801
H 2.7669 -0.9117 -1.2313
H 4.8219 -0.0806 -2.3321
H 4.9220 5.0661 -3.3057
H 4.2216 5.7362 -5.6224
H 5.1847 2.0883 -7.1682
H 5.9365 1.2141 -4.9366

---

4.
43
Properties=species:S:1:pos:R:3 method="wB97M-V/def2-TZVPD" e_above_lowest_kj_mol=473.75 e_lumo_ha=-0.1089 largest_force_ha_per_bohr=0.069 gap_ev=10.70 mol_weight_g_mol=253.22 total_energy_ha=-1070.42359 homo_ev=-13.660 total_charge=+1
O 3.5070 3.2427 -1.1434
H 3.1811 3.8940 -0.4724
O -0.2322 -4.8585 -1.0010
H 0.6507 -4.9456 -1.3707
H -0.3815 -3.9374 -1.1795
O -1.3470 2.5535 -1.1210
H 0.2851 2.7731 -0.9877
H -2.2494 2.3373 -1.4350
O -1.8549 -2.9019 -0.8736
H -1.2780 -2.4029 -1.4330
H -1.5670 -3.4687 -0.1700
O -0.0609 0.1974 -0.0455
H -0.6243 0.1385 0.7700
H -0.0270 -0.6788 -0.3976
O -3.1327 1.4541 -2.9631
H -2.5136 1.8030 -3.6317
H -3.5210 0.7312 -3.5108
O -1.2096 -3.6434 2.4518
H -1.8118 -4.3700 2.3452
H -1.5614 -2.9387 2.9766
O 2.9237 -0.5566 -1.9821
H 3.0517 -1.0510 -2.8220
H 2.5127 0.2936 -2.0662
O -3.0972 -1.6495 0.8629
H -3.1421 -2.2978 0.0147
H -3.7741 -1.0034 0.6664
O -1.6031 0.2671 2.2948
H -2.1013 -0.5213 2.0842
H -0.9283 0.4682 2.9476
O 1.2347 2.9357 -0.8131
H -1.4069 2.0673 -0.2856
H 1.1232 2.7562 0.1446
O -0.5991 2.8875 1.3314
H -0.6477 3.3439 2.2252
H -1.4297 2.3777 1.4174
O 4.5559 1.1387 0.1725
H 4.6880 0.4084 -0.4409
H 3.8559 0.6581 0.7004
O 1.2778 -0.6181 3.0308
H 1.7040 -1.1387 3.6906
H 1.0899 -1.0115 2.1935
H 3.9111 2.4280 -0.6330
H 2.5495 2.8388 -1.5417

---

5.
15
Properties=species:S:1:pos:R:3 method="wB97M-V/def2-TZVPD" e_above_lowest_kj_mol=381.63 e_lumo_ha=0.0318 largest_force_ha_per_bohr=0.288 gap_ev=10.46 mol_weight_g_mol=87.12 total_energy_ha=-287.68710 smiles="CCNC(C)=O" homo_ev=-9.592
C -1.9878 -0.8932 -0.9574
C -0.6366 -1.1082 -0.3824
N -0.0366 0.2263 0.1201
C 1.3145 0.2901 0.3495
C 1.7373 1.5416 0.9664
O 2.1164 -0.6003 0.0295
H -2.4558 -1.8467 -1.1804
H -1.7987 -0.2800 -1.6630
H -2.7816 -0.3915 -0.4311
H -0.6175 -1.7563 0.2896
H 0.0743 -1.4056 -0.9987
H -0.5284 0.7417 0.5625
H 2.0198 1.2864 2.2080
H 2.5980 1.9618 0.1787
H 0.9827 2.2338 0.9089

---

6.
120
Properties=species:S:1:pos:R:3 method="wB97M-V/def2-TZVPD" e_lumo_ha=-0.4750 largest_force_ha_per_bohr=0.014 gap_ev=4.92 mol_weight_g_mol=1170.81 total_energy_ha=-5744.45774 homo_ev=-17.841 total_charge=+4
Pb -0.0151 -0.3375 -0.7401
F -0.1116 -1.0607 1.7860
Ge 0.2943 0.5301 2.6597
C -1.6045 0.6790 3.0264
C -1.9698 1.3743 4.1774
C -3.2986 1.4353 4.5826
C -4.2751 0.8055 3.8288
C -3.9329 0.1515 2.6520
C -2.5999 0.0732 2.2358
P -2.3842 -0.9673 0.7443
C -2.4624 -2.6706 1.2899
C -2.5499 -2.9569 2.6555
C -2.7049 -4.2699 3.0717
C -2.7243 -5.3037 2.1451
C -2.6013 -5.0280 0.7869
C -2.4623 -3.7196 0.3620
C -3.7646 -0.5890 -0.3318
C -4.6567 -1.5629 -0.7957
C -5.7415 -1.1790 -1.5706
C -5.9329 0.1575 -1.8987
C -5.0367 1.1263 -1.4527
C -3.9451 0.7549 -0.6903
C 1.7396 -0.4984 3.4310
C 2.0966 -0.5344 4.7719
C 3.2329 -1.2287 5.1750
C 4.0269 -1.8674 4.2349
C 3.6749 -1.8471 2.8914
C 2.5182 -1.1786 2.4833
P 2.1456 -1.4412 0.7052
C 3.6672 -1.0077 -0.1375
C 4.4473 -1.9211 -0.8498
C 5.6624 -1.5082 -1.3810
C 6.0872 -0.1954 -1.2248
C 5.3050 0.7194 -0.5219
C 4.0933 0.3201 0.0138
C 1.7478 -3.1747 0.4924
C 1.6352 -3.6844 -0.8073
C 1.3741 -5.0282 -1.0079
C 1.1959 -5.8659 0.0904
C 1.2718 -5.3567 1.3789
C 1.5328 -4.0088 1.5885
C 1.2334 2.1020 1.9286
C 2.0767 2.5614 2.9470
C 2.7324 3.7823 2.8491
C 2.5426 4.5733 1.7289
C 1.7285 4.1249 0.6993
C 1.0881 2.8870 0.7743
P 0.0032 2.4742 -0.6225
C -1.3816 3.6039 -0.3076
C -2.1295 3.3881 0.8538
C -3.0591 4.3252 1.2667
C -3.2508 5.4854 0.5235
C -2.5033 5.7054 -0.6244
C -1.5722 4.7688 -1.0530
C 0.8135 3.0055 -2.1420
C 2.1971 3.1971 -2.2241
C 2.7529 3.6992 -3.3919
C 1.9433 3.9843 -4.4865
C 0.5765 3.7351 -4.4292
C 0.0120 3.2353 -3.2657
H -1.2125 1.8665 4.7782
H -3.5623 1.9608 5.4915
H -5.3081 0.8153 4.1516
H -4.7105 -0.3269 2.0691
H -2.5235 -2.1632 3.3901
H -2.8198 -4.4843 4.1262
H -2.8292 -6.3277 2.4804
H -2.6216 -5.8342 0.0653
H -2.3810 -3.5175 -0.6975
H -4.5397 -2.6012 -0.5183
H -6.4489 -1.9250 -1.9084
H -6.7812 0.4466 -2.5055
H -5.1957 2.1675 -1.7028
H -3.2454 1.5100 -0.3483
H 1.4893 -0.0301 5.5140
H 3.4983 -1.2620 6.2237
H 4.9233 -2.3900 4.5420
H 4.2935 -2.3670 2.1689
H 4.1358 -2.9527 -0.9525
H 6.2872 -2.2200 -1.9046
H 7.0349 0.1166 -1.6442
H 5.6540 1.7350 -0.3847
H 3.4845 1.0240 0.5764
H 1.7725 -3.0274 -1.6620
H 1.3215 -5.4336 -2.0105
H 0.9952 -6.9183 -0.0639
H 1.1449 -6.0149 2.2286
H 1.5874 -3.6187 2.5963
H 2.2302 1.9660 3.8395
H 3.3735 4.1168 3.6543
H 3.0228 5.5403 1.6534
H 1.5810 4.7555 -0.1690
H -1.9635 2.4992 1.4476
H -3.6255 4.1560 2.1736
H -3.9759 6.2213 0.8457
H -2.6302 6.6200 -1.1884
H -0.9928 4.9763 -1.9401
H 2.8317 2.9937 -1.3694
H 3.8170 3.8910 -3.4433
H 2.3786 4.3987 -5.3865
H -0.0501 3.9507 -5.2852
H -1.0554 3.0478 -3.2221
N 1.6902 -0.2049 -2.5895
C 1.3786 0.2394 -3.9881
C -0.1076 0.1857 -4.3092
C -0.6020 -1.1881 -4.7430
C -0.4340 -2.2723 -3.6938
N -1.0935 -1.8985 -2.4124
H 2.3968 0.4173 -2.1982
H 2.1269 -1.1226 -2.6175
H 1.9293 -0.3829 -4.6963
H 1.7385 1.2578 -4.0984
H -0.3151 0.8909 -5.1134
H -0.6650 0.5288 -3.4260
H -0.0742 -1.5073 -5.6434
H -1.6588 -1.1130 -5.0149
H 0.6188 -2.4680 -3.4822
H -0.8654 -3.1959 -4.0824
H -1.1930 -2.7392 -1.8500
H -2.0333 -1.5620 -2.6250

---

7.
20
Properties=species:S:1:pos:R:3 method="wB97M-V/def2-TZVPD" e_above_lowest_kj_mol=163.21 e_lumo_ha=0.1362 largest_force_ha_per_bohr=0.104 gap_ev=8.61 mol_weight_g_mol=186.21 total_energy_ha=-950.17248 smiles="C=C[C@@]1(S(=O)(=O)[O-])C=CCC=N1" homo_ev=-4.906 total_charge=-1
C 0.5273 -3.0218 -0.0711
C 0.5782 -1.7995 -0.4942
C 0.1243 -0.4702 -0.0367
S 1.7668 0.5097 0.0982
O 2.5930 0.0411 1.2437
O 2.3442 0.2383 -1.2072
O 1.3190 1.9099 0.3236
C -0.4739 0.3070 -1.1011
C -1.3670 1.2933 -0.8988
C -1.4367 1.7968 0.5315
C -1.1184 0.7163 1.4958
N -0.3921 -0.2867 1.2673
H 1.1712 -3.8259 -0.3662
H 0.0502 -3.1244 0.9201
H 1.0065 -1.7688 -1.5280
H -0.2148 0.1032 -2.1387
H -1.7299 1.6359 -1.8175
H -0.7348 2.5068 0.6685
H -2.4653 2.2498 0.5787
H -1.5479 0.9892 2.5319

---

8.
18
Properties=species:S:1:pos:R:3 method="wB97M-V/def2-TZVPD" e_above_lowest_kj_mol=378.19 e_lumo_ha="0.2331 / 0.2319" multiplicity=2 largest_force_ha_per_bohr=0.036 gap_ev="6.08 / 6.09" mol_weight_g_mol=120.13 total_energy_ha=-438.68824 s_squared=0.7565 homo_ev="0.263 / 0.219" total_charge=-2
C -0.4726 0.9318 0.5382
C 0.2566 -0.1712 -0.1977
C -0.6725 -0.8350 -1.2631
N 1.4506 0.3143 -0.8982
C 2.5087 0.5625 -0.1872
O 3.5350 1.2168 -0.4895
O 2.5611 0.0189 1.1468
H -0.6629 0.7291 1.5910
H -0.1139 1.9127 0.2401
H -1.7395 0.9016 0.2352
H 0.4798 -1.0482 0.4166
H -2.5045 1.2815 -0.2431
H -1.6988 -1.0158 -0.9138
H -0.2304 -1.8183 -1.4644
H -0.6561 -0.2414 -2.1850
H -2.5635 -1.8271 1.5274
H 3.3024 0.5355 1.4790
O -2.7794 -1.4479 0.6676

---

9.
11
Properties=species:S:1:pos:R:3 method="wB97M-V/def2-TZVPD" e_above_lowest_kj_mol=274.88 e_lumo_ha=-0.3231 largest_force_ha_per_bohr=0.185 gap_ev=3.55 mol_weight_g_mol=242.72 total_energy_ha=-950.75727 homo_ev=-12.347 total_charge=+1
N 0.0128 1.6445 -0.2042
P 0.0670 -0.0042 -0.2618
O -1.5414 -0.7080 -0.1926
O 0.9678 -0.5851 -1.6730
C 1.1441 -0.4996 1.2697
O 2.4247 -0.0640 1.2423
O 0.6167 -1.3125 2.4009
H -1.0064 1.9116 -0.1750
H -1.9768 -0.5594 0.7038
H 1.9021 -0.2023 -1.5611
Sn -2.6105 0.3789 -1.5490

---

10.
14
Properties=species:S:1:pos:R:3 method="wB97M-V/def2-TZVPD" e_above_lowest_kj_mol=523.56 e_lumo_ha=0.0175 largest_force_ha_per_bohr=0.085 gap_ev=10.12 mol_weight_g_mol=105.09 total_energy_ha=-398.83825 homo_ev=-9.641
C -0.4875 -1.2492 0.6086
C 0.9540 -1.4419 1.0743
N -0.8094 0.1956 0.0331
C -0.0171 0.0597 -0.8974
O -1.3168 2.4193 -1.0065
O 0.0245 2.8853 -1.0700
O 0.7956 0.3318 -1.6937
H 0.2968 2.5938 -1.9572
H -1.3924 2.0386 -0.0789
H -1.1694 -1.2877 1.4603
H -0.8186 -2.0699 -0.0356
H 1.0580 -2.3814 1.6133
H 1.6283 -1.4680 0.2202
H 1.2541 -0.6259 1.7294

---

11.
69
Properties=species:S:1:pos:R:3 method="wB97M-V/def2-TZVPD" e_above_lowest_kj_mol=57.45 e_lumo_ha="-0.0839 / -0.0776" multiplicity=3 largest_force_ha_per_bohr=0.067 gap_ev="7.65 / 7.81" mol_weight_g_mol=461.22 total_energy_ha=-3217.47348 s_squared=2.0079 homo_ev="-9.932 / -9.924" total_charge=+1
Ni 0.7975 -0.1953 0.4053
P -0.1564 -1.8230 -0.9677
P -0.1682 2.0812 0.7708
N 0.8943 0.7923 -1.6651
C 1.4062 -1.6449 -1.9325
H 2.2347 -1.8819 -1.2322
H 1.4430 -2.4003 -2.7316
C 1.6103 -0.2190 -2.5034
H 2.7025 -0.0321 -2.5241
H 1.3106 -0.1246 -3.5619
C 1.6741 2.0458 -1.4208
H 1.4092 2.8152 -2.1776
H 2.7541 1.8518 -1.5813
C 1.4824 2.5034 0.0364
H 1.6367 3.5843 0.0976
H 2.2558 2.0402 0.6756
C 0.0314 2.9315 2.4365
C 0.5448 1.9282 3.4656
H 1.5478 1.5644 3.2254
H -0.1278 1.0656 3.5513
H 0.5919 2.4172 4.4451
C -1.2098 3.3260 -0.1923
C -2.6842 3.4178 0.2020
H -3.2412 3.8465 -0.6417
H -2.8459 4.0843 1.0573
H -3.1238 2.4449 0.4347
C -1.4387 -2.1681 -2.2963
C -2.7008 -2.7652 -1.6740
H -3.5140 -2.7765 -2.4107
H -3.0396 -2.1749 -0.8180
H -2.5568 -3.8030 -1.3477
C 0.1124 -3.4469 -0.1194
C -0.9122 -3.6824 0.9934
H -0.4229 -4.2396 1.8017
H -1.7555 -4.2956 0.6518
H -1.3096 -2.7561 1.4278
C -2.2499 1.4029 -2.5264
C -0.5641 4.7181 -0.1857
H -0.0865 4.9744 0.7725
H 0.1962 4.8198 -0.9720
H -1.3228 5.4915 -0.3724
C -0.9787 -3.0047 -3.4967
H -1.7969 -3.0659 -4.2309
H -0.1173 -2.5710 -4.0208
H -0.7273 -4.0409 -3.2353
C 0.2651 -4.6679 -1.0164
H 0.6793 -5.4757 -0.3996
H -0.6923 -5.0307 -1.4117
H 0.9624 -4.5114 -1.8464
C -1.2000 3.6553 2.9818
H -2.0926 3.0183 2.9700
H -1.0052 3.9225 4.0282
H -1.4239 4.5890 2.4567
H 0.8198 3.6746 2.2401
H 1.0864 -3.2671 0.3621
H -1.1724 2.9100 -1.2121
H -1.6827 -1.1657 -2.6781
O -3.1859 0.8373 -2.1220
H -0.0583 1.0576 -2.1852
H -1.5091 1.7625 -3.3467
N 2.3372 -2.1027 3.6354
C 3.4973 -1.6608 2.9944
C 3.0915 -0.9739 1.8973
N 1.6826 -0.9905 1.8450
C 1.2690 -1.6851 2.9305
H 2.3103 -2.6657 4.4876
H 4.4877 -1.8707 3.3650
H 3.6888 -0.4825 1.1505
H 0.2602 -1.9122 3.2612

---

12.
15
Properties=species:S:1:pos:R:3 method="wB97M-V/def2-TZVPD" e_above_lowest_kj_mol=292.92 e_lumo_ha="-0.1681 / -0.3133" multiplicity=3 largest_force_ha_per_bohr=0.115 gap_ev="7.00 / 6.21" mol_weight_g_mol=143.12 total_energy_ha=-1045.83112 s_squared=2.0093 homo_ev="-11.578 / -14.733" total_charge=+1
C 1.1649 -0.6210 -0.8455
C 1.4679 1.8627 2.3670
O -2.0995 -1.3214 -2.7222
O 0.2419 -0.3858 0.2245
O 0.3284 1.7889 1.9668
P -0.6553 0.9120 0.3735
S -2.1494 0.1398 1.5523
H 0.7473 -1.4163 -1.4642
H 2.1048 -0.9543 -0.4065
H 1.3253 0.2687 -1.4523
H 2.3168 1.4048 1.8467
H 1.6872 2.4083 3.2953
H -2.8717 -1.8914 -2.6849
H -1.9825 -1.0997 -3.6526
H -1.6260 -1.0953 1.6024